A | The following is a DFT calculation (ωB97M-V/def2-TZVPD) of a 2-piece molecular cluster, C2H7NOSi overall.

Calculated values
SMILES string = [H]/N=C\C.O=[SiH2]
HOMO energy = -9.34 eV
charge = 0

Each line ends with the Mulliken charge.
CARTESIAN COORDINATES (ANGSTROEM)
1 H -2.535 0.431 -0.076  0.22
2 N -2.203 -0.073 0.734  -0.60
3 C -1.262 -0.881 0.546  0.05
4 C -0.673 -1.143 -0.816  -0.55
5 H -1.003 -1.475 1.519  0.32
6 H -0.369 -2.154 -0.910  0.26
7 H -1.432 -0.864 -1.508  0.29
8 H 0.183 -0.487 -0.714  0.02
9 O 1.854 0.776 -0.956  -0.41
10 Si 2.270 1.554 0.278  0.50
11 H 3.582 1.650 0.836  -0.07
12 H 1.589 2.667 1.068  -0.04

B | The following is a DFT calculation (ωB97M-V/def2-TZVPD) of C2H7NOSi as an isolated structure.

Calculated values
HOMO energy = -8.93 eV
charge = 0

Each line ends with the Mulliken charge.
CARTESIAN COORDINATES (ANGSTROEM)
1 C -0.180 1.267 -0.892  -0.31
2 C 0.723 0.174 -1.233  -0.24
3 N 0.785 -0.711 1.789  -0.59
4 O -0.614 -0.062 -0.893  -0.37
5 Si -0.743 -0.893 1.291  0.49
6 H -0.096 1.720 0.085  0.27
7 H -0.604 1.886 -1.673  0.23
8 H 0.975 -0.017 -2.268  0.24
9 H 1.435 -0.150 -0.482  0.29
10 H 1.452 -1.458 1.909  0.21
11 H -1.530 -1.994 0.744  -0.11
12 H -1.603 0.239 1.624  -0.11

Result of the stability comparison: B is the least stable of them.

A | The following is a DFT calculation (ωB97M-V/def2-TZVPD) of a 5-piece molecular cluster, H10O5 overall.

Calculated values
multiplicity = 2
HOMO energy (spin up / spin down) = -13.72 / -13.72 eV
<S²> = 0.753
charge = +1

Each line ends with the Mulliken charge.
CARTESIAN COORDINATES (ANGSTROEM)
1 O 2.515 0.890 -1.063  -0.43
2 H 0.886 1.296 -0.773  0.45
3 H 3.300 1.490 -0.882  0.38
4 O -0.131 1.500 -0.713  -0.40
5 H -0.658 0.606 -0.537  0.44
6 H -0.247 1.924 0.118  0.43
7 O -0.713 -0.862 -0.523  -0.96
8 H 0.274 -0.871 -1.475  0.44
9 O 1.174 -0.792 -2.169  -0.46
10 H 1.930 -0.160 -1.853  0.43
11 H 1.446 -1.553 -2.697  0.37
12 H -0.814 -1.098 0.418  0.30
13 O -3.119 -0.771 3.681  -0.65
14 H -2.190 -0.968 3.952  0.32
15 H -3.654 -0.631 4.516  0.33

B | The following is a DFT calculation (ωB97M-V/def2-TZVPD) of a 5-piece molecular cluster, H10O5 overall.

Calculated values
multiplicity = 2
HOMO energy (spin up / spin down) = -14.46 / -14.22 eV
<S²> = 0.758
charge = +1

Each line ends with the Mulliken charge.
CARTESIAN COORDINATES (ANGSTROEM)
1 O 1.326 -1.205 -0.534  -0.71
2 H 2.042 -1.018 -1.142  0.37
3 H 1.645 -1.936 -0.005  0.30
4 O -2.433 0.549 0.095  -0.67
5 H -3.147 0.193 -0.435  0.32
6 H -2.595 0.210 0.975  0.32
7 O 0.271 1.210 0.452  -0.40
8 H -0.678 1.295 0.357  0.46
9 H 0.488 0.402 -0.013  0.43
10 O 0.235 -1.475 -3.372  -0.60
11 H -0.642 -1.827 -3.217  0.32
12 H 0.460 -1.026 -2.558  0.31
13 O 1.129 1.881 3.284  -0.28
14 H 0.787 1.721 2.404  0.41
15 H 1.111 1.024 3.709  0.41

C | The following is a DFT calculation (ωB97M-V/def2-TZVPD) of a 5-piece molecular cluster, H10O5 overall.

Calculated values
multiplicity = 2
HOMO energy (spin up / spin down) = -15.43 / -15.10 eV
<S²> = 0.757
charge = +1

Each line ends with the Mulliken charge.
CARTESIAN COORDINATES (ANGSTROEM)
1 O 2.769 -0.837 -0.584  -0.54
2 O 0.779 0.392 1.324  -0.45
3 O -1.658 0.345 1.796  -0.43
4 O -2.235 -0.100 -0.749  -0.67
5 O 0.311 0.559 -2.405  -0.66
6 H 2.191 -0.842 0.194  0.32
7 H 0.581 1.339 1.529  0.40
8 H -2.484 0.469 2.293  0.37
9 H -1.364 -0.045 -1.194  0.39
10 H 0.411 0.728 -1.461  0.29
11 H 3.640 -1.127 -0.275  0.34
12 H 0.320 -0.017 2.086  0.41
13 H -1.785 0.236 0.804  0.50
14 H -2.505 -1.030 -0.768  0.38
15 H 1.028 -0.069 -2.590  0.35

Result of the stability comparison: A is the least stable of them.

A | The following is a DFT calculation (ωB97M-V/def2-TZVPD) of an isolated molecule of C5H9N.

Calculated values
SMILES string = C=NC(=C)CC
HOMO energy = -9.05 eV
charge = 0

Each line ends with the Mulliken charge.
CARTESIAN COORDINATES (ANGSTROEM)
1 C -1.389 0.962 1.044  -0.20
2 N -1.234 -0.143 0.386  -0.44
3 C 0.159 -0.722 0.174  0.30
4 C 0.098 -2.034 -0.132  -0.76
5 C 1.252 0.193 -0.228  -0.37
6 C 0.757 1.368 -1.083  -0.98
7 H -2.247 1.190 1.729  0.26
8 H -0.525 1.510 1.433  0.17
9 H 1.023 -2.674 -0.130  0.24
10 H -0.794 -2.477 -0.394  0.34
11 H 2.027 -0.490 -0.770  0.30
12 H 1.812 0.666 0.602  0.27
13 H -0.224 0.846 -1.457  0.32
14 H 1.476 1.558 -1.957  0.29
15 H 0.828 2.268 -0.409  0.26

B | The following is a DFT calculation (ωB97M-V/def2-TZVPD) of an isolated molecule of C5H9N.

Calculated values
SMILES string = CC(C)CC#N
HOMO energy = -10.98 eV
charge = 0

Each line ends with the Mulliken charge.
CARTESIAN COORDINATES (ANGSTROEM)
1 C -0.498 1.550 -0.267  -1.48
2 C -0.539 0.144 0.334  0.54
3 C -0.656 -0.969 -0.735  -1.33
4 C 0.775 -0.184 1.092  -0.61
5 C 1.666 -0.833 0.123  0.36
6 N 2.329 -1.302 -0.701  -0.50
7 H -0.357 2.325 0.498  0.38
8 H -1.431 1.774 -0.798  0.37
9 H 0.327 1.627 -0.983  0.34
10 H -1.379 0.112 1.050  0.29
11 H -1.237 -0.661 -1.599  0.38
12 H -1.085 -1.871 -0.282  0.31
13 H 0.349 -1.247 -1.156  0.33
14 H 0.600 -0.870 1.929  0.29
15 H 1.304 0.697 1.471  0.32

C | The following is a DFT calculation (ωB97M-V/def2-TZVPD) of an isolated molecule of C5H9N.

Calculated values
SMILES string = C=C/C(C)=C/N
HOMO energy = -8.01 eV
charge = 0

Each line ends with the Mulliken charge.
CARTESIAN COORDINATES (ANGSTROEM)
1 C 0.662 0.156 -2.332  -0.78
2 C 0.050 -0.599 -1.429  -0.35
3 C -0.032 -0.310 0.019  0.57
4 C 0.152 -1.435 1.004  -1.31
5 C -0.408 0.906 0.408  -0.29
6 N -0.515 1.250 1.792  -0.56
7 H 1.262 1.037 -2.127  0.29
8 H 0.750 -0.172 -3.359  0.26
9 H -0.394 -1.544 -1.725  0.27
10 H -0.643 -1.443 1.747  0.36
11 H 1.116 -1.395 1.500  0.29
12 H 0.072 -2.369 0.459  0.39
13 H -0.694 1.739 -0.212  0.38
14 H 0.363 1.112 2.290  0.22
15 H -0.797 2.215 1.888  0.25

Result of the stability comparison: A is the least stable of them.

A | The following is a DFT calculation (ωB97M-V/def2-TZVPD) of C5H9N as an isolated structure.

Calculated values
HOMO energy = -9.07 eV
charge = 0

Each line ends with the Mulliken charge.
CARTESIAN COORDINATES (ANGSTROEM)
1 C -0.441 1.504 -0.310  -1.42
2 C -0.468 0.122 0.350  0.58
3 C -0.719 -1.004 -0.672  -1.32
4 C 0.866 -0.126 1.140  -0.58
5 C 1.773 -0.759 0.172  0.22
6 N 1.627 -1.362 -0.823  -0.51
7 H -0.265 2.306 0.417  0.38
8 H -1.385 1.724 -0.822  0.37
9 H 0.362 1.540 -1.054  0.32
10 H -1.248 0.128 1.136  0.24
11 H -1.358 -0.676 -1.485  0.39
12 H -1.130 -1.895 -0.174  0.36
13 H 0.404 -1.440 -1.406  0.36
14 H 0.723 -0.853 1.948  0.30
15 H 1.261 0.791 1.584  0.33

B | The following is a DFT calculation (ωB97M-V/def2-TZVPD) of an isolated molecule of C5H9N.

Calculated values
SMILES string = CC(C)CC#N
HOMO energy = -11.49 eV
charge = 0

Each line ends with the Mulliken charge.
CARTESIAN COORDINATES (ANGSTROEM)
1 C 0.182 -1.458 0.636  -1.48
2 C 0.290 0.070 0.510  0.63
3 C 1.242 0.451 -0.649  -1.23
4 C -1.130 0.724 0.384  -0.72
5 C -1.510 0.878 -1.023  0.32
6 N -1.651 0.999 -2.162  -0.48
7 H -0.711 -1.762 1.192  0.37
8 H 1.052 -1.867 1.163  0.36
9 H 0.145 -1.936 -0.349  0.36
10 H 0.708 0.456 1.448  0.29
11 H 1.795 -0.425 -1.005  0.34
12 H 1.972 1.218 -0.376  0.27
13 H 0.687 0.822 -1.513  0.33
14 H -1.182 1.715 0.852  0.33
15 H -1.889 0.115 0.892  0.31

Result of the stability comparison: A is the least stable of them.

A | The following is a DFT calculation (ωB97M-V/def2-TZVPD) of an isolated molecule of C5H9N.

Calculated values
SMILES string = C/C=C/N1CC1
HOMO energy = -8.18 eV
charge = 0

Each line ends with the Mulliken charge.
CARTESIAN COORDINATES (ANGSTROEM)
1 C 0.240 1.144 2.320  -1.07
2 C 0.478 0.472 0.951  -0.13
3 C -0.416 0.477 -0.009  -0.14
4 N -0.078 0.095 -1.304  -0.24
5 C 0.603 -1.099 -1.660  -0.26
6 C -0.862 -0.974 -1.909  -0.58
7 H 0.188 0.489 3.265  0.24
8 H -0.700 1.704 2.257  0.30
9 H 1.173 1.715 2.379  0.28
10 H 1.449 0.062 0.927  0.36
11 H -1.407 0.807 0.247  0.27
12 H 0.953 -1.689 -0.782  0.26
13 H 1.290 -1.166 -2.564  0.20
14 H -1.419 -0.485 -2.795  0.24
15 H -1.492 -1.552 -1.324  0.27

B | The following is a DFT calculation (ωB97M-V/def2-TZVPD) of an isolated molecule of C5H9N.

Calculated values
HOMO energy = -8.10 eV
charge = 0

Each line ends with the Mulliken charge.
CARTESIAN COORDINATES (ANGSTROEM)
1 C -0.661 1.597 -0.094  -1.65
2 C -0.446 0.161 0.383  0.59
3 C -0.501 -0.863 -0.765  -0.72
4 C 0.958 -0.079 1.009  -0.41
5 C 1.626 -1.257 0.321  -0.62
6 N 0.761 -1.606 -0.604  0.00
7 H -0.585 2.300 0.742  0.38
8 H -1.646 1.732 -0.558  0.38
9 H 0.103 1.871 -0.834  0.42
10 H -1.223 -0.086 1.117  0.29
11 H -0.526 -0.388 -1.754  0.29
12 H -1.355 -1.545 -0.698  0.27
13 H 0.969 -2.367 -1.240  0.20
14 H 0.915 -0.265 2.089  0.30
15 H 1.611 0.797 0.887  0.30

C | The following is a DFT calculation (ωB97M-V/def2-TZVPD) of an isolated molecule of C5H9N.

Calculated values
SMILES string = C=C[C@H]1N[C@@H]1C
HOMO energy = -9.05 eV
charge = 0

Each line ends with the Mulliken charge.
CARTESIAN COORDINATES (ANGSTROEM)
1 C 2.407 0.172 -0.270  -0.77
2 C 1.487 -0.706 0.175  -0.46
3 C 0.091 -0.308 0.453  -0.12
4 N -0.247 1.147 0.266  -0.57
5 C -0.928 0.212 -0.518  0.31
6 C -2.319 -0.445 -0.164  -1.00
7 H 1.998 1.112 -0.370  0.42
8 H 3.327 -0.256 -0.727  0.25
9 H 1.691 -1.809 0.292  0.26
10 H -0.382 -0.703 1.443  0.21
11 H -0.843 1.637 1.021  0.28
12 H -0.563 0.134 -1.554  0.36
13 H -2.421 -1.408 -0.594  0.28
14 H -2.269 -0.486 1.022  0.25
15 H -3.238 0.209 -0.452  0.27

D | The following is a DFT calculation (ωB97M-V/def2-TZVPD) of an isolated molecule of C5H9N.

Calculated values
SMILES string = C=CCNC=C
HOMO energy = -7.54 eV
charge = 0

Each line ends with the Mulliken charge.
CARTESIAN COORDINATES (ANGSTROEM)
1 C 1.819 -1.251 1.717  -0.58
2 C 1.279 -1.421 0.492  -0.22
3 C -0.165 -0.955 0.311  -0.56
4 N -0.362 0.516 -0.004  -0.30
5 C -0.895 0.918 -1.208  0.07
6 C -1.596 2.054 -1.411  -0.95
7 H 2.956 -1.374 2.026  0.20
8 H 1.281 -0.867 2.551  0.20
9 H 1.873 -1.409 -0.345  0.37
10 H -0.583 -1.674 -0.436  0.38
11 H -0.662 -0.856 1.362  0.28
12 H -0.610 1.182 0.679  0.35
13 H -0.965 0.129 -1.887  0.30
14 H -0.996 2.956 -1.183  0.23
15 H -2.414 2.230 -2.146  0.24

Result of the stability comparison: D is the least stable of them.

A | The following is a DFT calculation (ωB97M-V/def2-TZVPD) of an isolated molecule of C5H9N.

Calculated values
SMILES string = C=N/C=C/CC
HOMO energy = -8.49 eV
charge = 0

Each line ends with the Mulliken charge.
CARTESIAN COORDINATES (ANGSTROEM)
1 C 3.031 -0.434 0.333  -0.27
2 N 1.781 -0.382 0.914  -0.37
3 C 0.766 -0.194 -0.140  -0.28
4 C -0.630 -0.334 0.106  -0.14
5 C -1.559 0.316 -0.792  -0.30
6 C -2.790 0.823 -0.150  -1.15
7 H 3.748 -1.049 0.999  0.26
8 H 3.067 -0.432 -0.768  0.24
9 H 1.051 0.402 -1.116  0.17
10 H -0.885 -0.787 1.067  0.35
11 H -1.002 1.054 -1.237  0.35
12 H -1.682 -0.365 -1.652  0.27
13 H -3.291 -0.038 0.343  0.29
14 H -3.626 1.303 -0.858  0.26
15 H -2.759 1.523 0.684  0.33

B | The following is a DFT calculation (ωB97M-V/def2-TZVPD) of an isolated molecule of C5H9N.

Calculated values
SMILES string = CCCC1=NC1
HOMO energy = -9.10 eV
charge = 0

Each line ends with the Mulliken charge.
CARTESIAN COORDINATES (ANGSTROEM)
1 C -2.225 0.176 0.251  -1.16
2 C -1.034 -0.686 -0.152  -0.35
3 C 0.267 -0.376 0.601  -0.48
4 C 1.188 0.649 0.002  0.44
5 N 1.542 1.794 -0.279  -0.52
6 C 2.590 0.346 -0.639  -0.66
7 H -2.408 0.092 1.329  0.31
8 H -2.052 1.231 0.015  0.31
9 H -3.133 -0.150 -0.269  0.33
10 H -1.259 -1.739 0.052  0.31
11 H -0.853 -0.612 -1.231  0.33
12 H 0.082 -0.243 1.680  0.37
13 H 0.955 -1.208 0.471  0.32
14 H 2.789 0.296 -1.718  0.21
15 H 3.554 0.430 -0.112  0.22

C | The following is a DFT calculation (ωB97M-V/def2-TZVPD) of an isolated molecule of C5H9N.

Calculated values
HOMO energy = -8.13 eV
charge = 0

Each line ends with the Mulliken charge.
CARTESIAN COORDINATES (ANGSTROEM)
1 C -0.768 -1.416 -0.392  -1.51
2 C 0.408 -0.440 -0.325  0.44
3 C 0.017 0.949 -0.847  -0.70
4 C 0.802 -0.132 1.141  -0.52
5 C 0.115 1.161 1.557  -0.53
6 N -0.283 1.666 0.409  -0.04
7 H -0.502 -2.382 0.050  0.38
8 H -1.083 -1.594 -1.426  0.37
9 H -1.628 -1.020 0.163  0.36
10 H 1.249 -0.843 -0.899  0.32
11 H -0.860 0.936 -1.505  0.34
12 H 0.838 1.451 -1.374  0.29
13 H -0.747 2.565 0.369  0.19
14 H 1.881 0.049 1.251  0.29
15 H 0.561 -0.951 1.828  0.33

Result of the stability comparison: A is the least stable of them.